No. 1
The following is a DFT calculation (wB97M-V/def2-TZVPD) of 8 unconnected molecules or ions with the total composition C21H39F10O24P4 at a distorted geometry.

Each line ends with the Löwdin charge.
Cartesian coordinates (Å):
P 11.757 -29.215 -13.413  0.18
F 10.522 -28.249 -13.054  -0.14
F 12.243 -29.232 -11.879  -0.15
F 10.822 -30.531 -13.176  -0.16
F 13.036 -30.139 -13.788  -0.15
F 11.385 -29.171 -14.982  -0.15
F 12.734 -27.905 -13.619  -0.18
C 7.388 -30.848 -13.665  -0.05
O 7.695 -31.923 -12.756  -0.25
P 6.505 -32.688 -11.975  0.39
O 5.515 -31.874 -11.275  -0.22
O 5.879 -33.721 -13.042  -0.22
C 6.743 -34.447 -13.917  -0.10
O 7.293 -33.639 -10.988  -0.22
C 6.617 -34.280 -9.915  -0.10
H 6.414 -31.002 -14.116  0.10
H 8.276 -30.683 -14.278  0.08
H 7.491 -29.947 -13.046  0.09
H 6.537 -35.508 -13.786  0.10
H 7.793 -34.257 -13.690  0.07
H 6.622 -34.141 -14.955  0.08
H 6.667 -35.353 -9.730  0.09
H 5.560 -34.007 -9.918  0.08
H 7.016 -33.824 -9.006  0.09
C 12.980 -25.455 -10.466  -0.09
O 14.198 -25.294 -9.773  -0.19
P 14.376 -25.770 -8.248  0.40
O 14.167 -24.775 -7.198  -0.23
O 15.819 -26.424 -8.292  -0.20
C 16.311 -26.954 -7.084  -0.13
O 13.464 -27.110 -8.210  -0.25
C 12.555 -27.408 -7.134  -0.07
H 12.230 -26.099 -10.005  0.09
H 13.159 -25.975 -11.414  0.09
H 12.540 -24.485 -10.704  0.09
H 16.159 -26.427 -6.142  0.09
H 17.385 -27.122 -7.190  0.09
H 15.934 -27.978 -6.964  0.09
H 11.784 -28.060 -7.541  0.09
H 12.144 -26.437 -6.857  0.07
H 13.076 -27.895 -6.310  0.09
C 8.961 -26.412 -6.257  -0.07
O 8.730 -27.509 -7.185  -0.25
P 8.072 -27.194 -8.621  0.41
O 8.734 -26.120 -9.385  -0.23
O 8.180 -28.631 -9.327  -0.21
C 9.001 -28.666 -10.504  -0.11
O 6.505 -27.019 -8.301  -0.21
C 5.858 -28.109 -7.661  -0.12
H 9.939 -26.029 -6.526  0.07
H 8.735 -26.908 -5.316  0.09
H 8.214 -25.615 -6.305  0.09
H 9.996 -28.318 -10.206  0.08
H 8.817 -27.929 -11.286  0.08
H 9.086 -29.673 -10.901  0.08
H 4.842 -27.770 -7.450  0.09
H 6.347 -28.428 -6.741  0.09
H 5.717 -28.971 -8.317  0.09
C 10.839 -25.382 -13.806  -0.05
C 11.813 -24.672 -14.740  -0.28
O 12.079 -23.433 -14.076  0.12
C 11.090 -23.249 -13.138  -0.59
O 10.892 -22.218 -12.570  0.16
O 10.398 -24.342 -12.931  0.09
F 11.244 -24.449 -15.956  0.06
H 11.346 -26.111 -13.182  0.10
H 10.014 -25.880 -14.307  0.14
H 12.744 -25.226 -14.839  0.16
C 11.199 -31.948 -15.801  -0.06
C 10.976 -31.861 -17.256  -0.29
O 9.803 -32.690 -17.414  0.14
C 9.729 -33.490 -16.330  -0.57
O 8.823 -34.270 -16.191  0.15
O 10.732 -33.274 -15.502  0.11
F 12.003 -32.305 -18.033  0.07
H 10.601 -31.149 -15.377  0.10
H 12.262 -31.876 -15.586  0.15
H 10.748 -30.848 -17.585  0.17
C 15.041 -31.480 -11.182  -0.07
C 15.685 -30.507 -12.130  -0.29
O 15.949 -31.331 -13.263  0.13
C 16.034 -32.617 -12.822  -0.54
O 16.307 -33.559 -13.489  0.18
O 15.790 -32.655 -11.481  0.07
F 16.880 -30.076 -11.624  0.06
H 13.970 -31.579 -11.351  0.11
H 15.165 -31.215 -10.134  0.15
H 15.055 -29.661 -12.394  0.15
C 10.527 -33.654 -12.162  -0.06
C 11.746 -32.983 -11.525  -0.28
O 12.807 -33.703 -12.119  0.12
C 12.313 -34.688 -12.907  -0.56
O 12.977 -35.198 -13.761  0.17
O 11.006 -34.872 -12.731  0.10
F 11.812 -33.134 -10.162  0.05
H 10.019 -32.923 -12.793  0.11
H 9.739 -33.885 -11.443  0.13
H 11.800 -31.921 -11.741  0.13

As for the net charge: -1. The total energy comes out at -135896.4650 eV.



No. 2
The following is a DFT calculation (wB97M-V/def2-TZVPD) of 5 unconnected molecules or ions with the total composition C21H39F3O17P2 at a distorted geometry.

Each line ends with the Löwdin charge.
Cartesian coordinates (Å):
O -1.364 -5.031 -5.076  0.20
C -1.342 -5.404 -3.958  -0.54
O -0.701 -4.793 -2.939  0.06
C -0.784 -5.589 -1.762  -0.05
C -1.854 -6.619 -2.121  -0.30
F -3.054 -6.287 -1.545  0.06
O -1.984 -6.523 -3.502  0.14
H 0.173 -6.054 -1.526  0.14
H -1.065 -4.965 -0.916  0.13
H -1.597 -7.631 -1.820  0.17
O -1.923 -0.913 1.548  0.18
C -2.302 -1.224 0.471  -0.54
O -1.799 -2.260 -0.240  0.06
C -2.360 -2.215 -1.570  -0.03
C -3.608 -1.381 -1.322  -0.31
F -4.635 -2.137 -0.840  0.08
O -3.191 -0.527 -0.298  0.13
H -1.653 -1.628 -2.156  0.14
H -2.594 -3.211 -1.925  0.13
H -3.913 -0.852 -2.220  0.16
O -1.914 5.141 5.174  0.20
C -1.832 3.984 4.962  -0.54
O -2.149 3.001 5.847  0.07
C -1.655 1.760 5.295  -0.04
C -1.692 2.058 3.819  -0.31
F -2.965 1.827 3.315  0.04
O -1.474 3.425 3.764  0.13
H -0.680 1.635 5.764  0.14
H -2.327 0.951 5.568  0.14
H -1.076 1.414 3.198  0.14
C 6.124 -2.361 3.007  -0.07
C 4.940 -1.480 3.313  -0.27
O 4.288 -1.172 2.070  -0.16
P 3.277 0.033 2.001  0.35
O 3.587 1.194 2.837  -0.22
O 3.254 0.279 0.445  -0.15
C 2.078 0.786 -0.189  -0.25
C 1.245 -0.312 -0.830  -0.05
O 1.849 -0.592 2.267  -0.18
C 1.301 -0.596 3.602  -0.25
C 0.731 -1.953 3.921  -0.06
H 5.770 -3.272 2.525  0.08
H 6.806 -1.865 2.316  0.08
H 6.676 -2.582 3.919  0.08
H 4.253 -2.046 3.948  0.12
H 5.246 -0.555 3.800  0.12
H 1.432 1.233 0.576  0.11
H 2.341 1.552 -0.912  0.10
H 1.778 -0.772 -1.665  0.09
H 1.021 -1.092 -0.098  0.07
H 0.267 0.047 -1.155  0.06
H 2.104 -0.260 4.261  0.11
H 0.488 0.127 3.678  0.09
H -0.027 -2.207 3.178  0.07
H 1.479 -2.746 3.878  0.08
H 0.259 -1.928 4.903  0.08
C 2.178 4.706 -3.610  -0.07
C 1.662 4.054 -2.356  -0.25
O 0.893 2.843 -2.625  -0.19
P -0.637 3.075 -2.997  0.34
O -0.888 3.828 -4.211  -0.20
O -1.266 3.737 -1.719  -0.18
C -1.327 3.026 -0.439  -0.22
C -2.701 3.248 0.134  -0.05
O -1.130 1.575 -2.961  -0.18
C -1.866 1.034 -4.047  -0.27
C -0.939 0.336 -5.021  -0.07
H 1.392 4.988 -4.304  0.07
H 2.695 5.624 -3.302  0.08
H 2.953 4.108 -4.088  0.08
H 2.488 3.720 -1.728  0.11
H 1.073 4.738 -1.742  0.12
H -1.068 1.980 -0.594  0.09
H -0.573 3.523 0.171  0.12
H -2.835 2.651 1.041  0.06
H -2.767 4.276 0.493  0.09
H -3.529 3.014 -0.529  0.08
H -2.543 0.271 -3.654  0.09
H -2.477 1.750 -4.596  0.12
H -0.493 1.042 -5.728  0.08
H -0.111 -0.159 -4.510  0.08
H -1.435 -0.399 -5.659  0.08

As for the relative energy (zero: lowest compared OMol25 entry of this formula, charge and spin): 0.0 kcal/mol. The total energy comes out at -83953.5527 eV.



No. 3
The following is a DFT calculation (wB97M-V/def2-TZVPD) of 3 unconnected molecules or ions with the total composition C21H39N2O8 at a distorted geometry.

Each line ends with the natural charge from an NBO analysis.
Cartesian coordinates (Å):
C 1.226 -5.569 -2.849  -0.67
C 1.566 -4.137 -2.980  0.44
N 2.803 -3.633 -2.948  -0.46
C 2.746 -2.264 -3.090  -0.05
C 1.440 -1.900 -3.224  0.13
C 0.824 -0.554 -3.419  -0.52
C 1.902 0.484 -3.124  0.22
C 1.427 2.003 -3.272  -0.36
O 2.339 1.105 -4.205  -0.47
N 0.736 -3.110 -3.152  0.00
O -0.595 -3.384 -3.273  -0.32
C -1.478 -2.635 -2.377  -0.08
C -2.674 -2.098 -3.179  -0.25
C -3.960 -2.864 -2.809  -0.61
C -2.848 -0.574 -3.118  -0.21
C -3.626 -0.118 -1.858  -0.63
C -3.581 -0.113 -4.386  -0.60
H 0.383 -5.655 -2.170  0.26
H 1.017 -6.031 -3.807  0.27
H 2.063 -6.078 -2.379  0.25
H 3.677 -4.123 -2.858  0.45
H 3.592 -1.607 -3.127  0.26
H 0.069 -0.320 -2.678  0.25
H 0.523 -0.366 -4.444  0.27
H 2.569 0.277 -2.301  0.20
H 1.233 2.701 -4.092  0.31
H 0.361 1.627 -3.309  0.16
H -0.954 -1.885 -1.794  0.20
H -1.853 -3.367 -1.664  0.20
H -2.486 -2.358 -4.222  0.23
H -4.805 -2.233 -3.072  0.22
H -4.030 -3.065 -1.744  0.21
H -4.029 -3.776 -3.392  0.22
H -1.903 -0.034 -3.122  0.19
H -4.658 0.142 -2.064  0.22
H -3.097 0.726 -1.421  0.23
H -3.604 -0.899 -1.099  0.20
H -2.876 -0.126 -5.217  0.20
H -3.929 0.910 -4.276  0.22
H -4.414 -0.764 -4.637  0.21
C -1.235 2.669 4.409  -0.64
C -0.427 2.514 3.139  -0.07
O -1.275 2.322 1.991  -0.50
C -1.864 3.425 1.532  0.98
O -1.730 4.537 1.966  -0.63
O -2.645 3.082 0.502  -0.51
C -3.411 4.167 -0.032  -0.26
H -1.912 1.824 4.534  0.21
H -0.573 2.723 5.272  0.23
H -1.841 3.574 4.381  0.23
H 0.193 1.622 3.205  0.19
H 0.236 3.364 2.979  0.20
H -2.774 5.010 -0.285  0.20
H -4.175 4.473 0.681  0.20
H -3.892 3.795 -0.932  0.19
C 3.556 1.178 8.262  -0.64
C 3.894 2.297 7.301  -0.07
O 4.574 1.809 6.131  -0.49
C 3.807 1.217 5.226  0.98
O 2.613 1.069 5.283  -0.66
O 4.593 0.796 4.230  -0.49
C 3.910 0.060 3.219  -0.25
H 4.452 0.610 8.515  0.21
H 3.125 1.583 9.177  0.22
H 2.841 0.484 7.823  0.22
H 4.587 2.993 7.768  0.20
H 3.008 2.859 7.010  0.19
H 3.059 0.619 2.834  0.19
H 3.581 -0.902 3.611  0.19
H 4.626 -0.104 2.418  0.19

As for the relative energy (zero: lowest compared OMol25 entry of this formula, charge and spin): 115.0 kcal/mol. As for the net charge: +1. The total energy comes out at -41757.6222 eV.



LUMO energy in eV, matching the order above: 2.04; 0.26; -2.65